Density functional theory data (the ωB97M-V functional and the def2-TZVPD basis) for 10 unconnected molecules or ions with the total composition C44H94Cl2N9O15P3 at a distorted geometry.

Last column: Mulliken charge in e.
Cartesian coordinates (Å):
Cl 6.54159 12.65346 -24.69549  -0.177
C 6.81561 13.18179 -23.00631  -0.340
C 5.57690 12.76474 -22.23284  -0.445
Cl 5.50618 11.00001 -22.16983  -0.167
H 7.08927 14.22873 -22.87545  0.310
H 7.72359 12.71696 -22.62211  0.261
H 4.64339 12.97775 -22.75371  0.294
H 5.58914 13.16300 -21.21830  0.266
O 24.41429 3.65105 -19.58107  -0.882
P 23.27369 2.76995 -19.51207  0.450
N 21.78448 3.64359 -19.28852  0.176
C 21.56085 4.31547 -17.98321  -1.091
C 21.26346 4.41946 -20.44076  -1.092
N 23.42636 1.67629 -18.22159  0.225
C 24.71983 1.10587 -17.84607  -1.050
C 22.22419 1.03441 -17.52909  -1.160
N 22.95693 1.84611 -20.89225  0.357
C 23.66057 2.13079 -22.13244  -1.066
C 22.11430 0.65991 -20.96768  -0.986
H 22.46851 4.53369 -17.42050  0.357
H 20.93967 3.80676 -17.24602  0.272
H 21.04593 5.26375 -18.13725  0.420
H 21.30354 3.85496 -21.37232  0.283
H 21.62667 5.44060 -20.55679  0.349
H 20.18221 4.55296 -20.40663  0.404
H 25.23733 0.75418 -18.73861  0.308
H 25.28966 1.87229 -17.32071  0.269
H 24.62166 0.22214 -17.21560  0.435
H 22.02969 0.07472 -18.00791  0.366
H 22.39994 0.96887 -16.45534  0.380
H 21.36466 1.67856 -17.71450  0.392
H 23.05607 2.70250 -22.83660  0.258
H 24.55369 2.71068 -21.89971  0.328
H 24.00719 1.15439 -22.47097  0.369
H 21.49584 0.67953 -20.07034  0.275
H 22.74595 -0.22275 -20.86754  0.293
H 21.47609 0.66420 -21.85129  0.362
O 20.06546 4.87374 -27.46431  -0.859
P 19.93572 6.24073 -28.05921  0.361
N 18.64392 7.20048 -27.41508  0.364
C 18.55012 8.66150 -27.30077  -1.122
C 17.55679 6.41726 -26.87071  -1.059
N 19.48886 6.36975 -29.75375  0.297
C 18.76833 5.24765 -30.42435  -0.973
C 19.46497 7.66006 -30.42799  -1.066
N 21.30802 7.19331 -27.85148  0.202
C 22.51262 6.97134 -28.66821  -1.081
C 21.67460 7.50559 -26.45322  -0.965
H 18.75179 8.95437 -26.27041  0.362
H 17.52357 8.98250 -27.47755  0.360
H 19.22239 9.12023 -28.02585  0.324
H 16.63167 6.98491 -26.77051  0.316
H 17.85440 6.14745 -25.85743  0.336
H 17.45891 5.43798 -27.33926  0.280
H 17.70944 5.35353 -30.18851  0.356
H 18.87374 5.25372 -31.50922  0.325
H 19.07969 4.23603 -30.16403  0.282
H 18.54109 8.14522 -30.11305  0.295
H 20.32706 8.27877 -30.17879  0.296
H 19.50640 7.52513 -31.50882  0.383
H 23.20608 7.81063 -28.61543  0.360
H 22.95370 6.05833 -28.26825  0.372
H 22.23242 6.86922 -29.71661  0.319
H 21.94912 6.62089 -25.87873  0.338
H 20.82351 7.84103 -25.86058  0.247
H 22.44822 8.27278 -26.48513  0.349
O 4.91510 16.10393 -17.01615  -0.844
P 4.71273 15.62238 -15.61146  0.432
N 4.43482 16.85724 -14.51346  0.257
C 3.89904 18.14799 -14.91324  -1.023
C 4.59347 16.72747 -13.07204  -0.932
N 5.94268 14.60735 -14.99534  0.387
C 7.18237 14.59679 -15.72856  -1.103
C 5.96110 13.68807 -13.82221  -1.228
N 3.20311 14.71807 -15.45285  0.191
C 1.91164 15.39551 -15.33158  -0.988
C 3.10730 13.36349 -16.12523  -1.006
H 2.83515 18.10558 -15.14658  0.278
H 4.39437 18.59730 -15.77399  0.283
H 4.09594 18.91823 -14.16755  0.399
H 3.60654 16.81792 -12.61828  0.350
H 5.25352 17.53153 -12.74658  0.350
H 5.02787 15.82880 -12.63410  0.245
H 8.02376 14.75602 -15.05416  0.370
H 7.29363 13.70933 -16.35155  0.282
H 7.21325 15.50397 -16.33205  0.306
H 6.05908 12.65209 -14.14659  0.381
H 6.74585 13.88334 -13.09135  0.323
H 4.96363 13.53640 -13.40973  0.401
H 1.80665 16.00587 -14.43462  0.208
H 1.78547 16.09326 -16.15942  0.327
H 1.11370 14.65387 -15.29480  0.374
H 4.10713 12.93124 -16.08512  0.270
H 2.68014 13.33449 -17.12762  0.317
H 2.45766 12.73211 -15.51910  0.393
O 15.90367 18.01633 -19.21590  -0.611
C 15.94024 17.09364 -20.02312  0.500
O 14.79641 16.59533 -20.48283  -0.322
C 14.95831 15.51019 -21.38097  -0.366
C 16.36647 15.08328 -20.97951  -0.542
C 17.12185 16.33950 -20.53135  -0.306
H 14.95212 15.92707 -22.38807  0.260
H 14.20172 14.72742 -21.32654  0.297
H 16.80550 14.53801 -21.81500  0.339
H 16.20404 14.39235 -20.15225  0.254
H 17.45832 16.96930 -21.35492  0.218
H 17.94080 16.26093 -19.81635  0.279
O 6.80525 7.14401 -27.01986  -0.620
C 6.93282 6.46410 -25.96972  0.514
O 5.92288 5.73266 -25.41323  -0.345
C 6.38766 4.96830 -24.27066  -0.370
C 7.85243 5.07503 -24.40169  -0.414
C 8.11644 6.37799 -25.08886  -0.327
H 5.99059 3.95379 -24.30543  0.269
H 6.00069 5.41776 -23.35614  0.258
H 8.22379 4.26224 -25.02587  0.272
H 8.29844 5.07075 -23.40714  0.277
H 9.01096 6.48344 -25.70270  0.280
H 8.04430 7.23049 -24.41348  0.206
O 13.06290 9.01383 -21.94990  -0.601
C 12.33172 8.36178 -21.24918  0.411
O 11.14671 8.91070 -20.85328  -0.336
C 10.54408 8.16971 -19.82849  -0.272
C 11.46140 7.04572 -19.56455  -0.501
C 12.56393 7.06494 -20.58214  -0.254
H 9.59372 7.75827 -20.16857  0.248
H 10.32082 8.68236 -18.89284  0.251
H 10.95389 6.08225 -19.61202  0.279
H 11.84452 7.10518 -18.54583  0.270
H 12.41820 6.40742 -21.43919  0.221
H 13.58005 7.06461 -20.18767  0.283
O 5.89543 5.83370 -16.86140  -0.589
C 6.52146 5.57002 -15.86444  0.508
O 6.91478 6.45863 -14.93783  -0.353
C 7.85493 5.91781 -14.00263  -0.380
C 7.63495 4.40460 -14.07257  -0.551
C 7.18257 4.26140 -15.49435  -0.330
H 7.77238 6.32503 -12.99493  0.356
H 8.89765 6.01227 -14.30577  0.226
H 6.86178 4.06674 -13.38251  0.258
H 8.42893 3.73202 -13.74803  0.348
H 6.41167 3.49752 -15.59596  0.276
H 7.95399 4.13255 -16.25356  0.232
O 16.18950 -0.15054 -17.63191  -0.594
C 15.44251 0.47329 -16.94618  0.510
O 15.13057 0.11256 -15.74808  -0.356
C 14.17000 0.96725 -15.14211  -0.378
C 13.75767 1.90834 -16.26538  -0.418
C 14.62849 1.57468 -17.43085  -0.290
H 14.68356 1.39624 -14.28168  0.295
H 13.26637 0.45877 -14.80595  0.232
H 13.82376 2.91120 -15.84345  0.296
H 12.73029 1.79107 -16.61012  0.240
H 15.27557 2.39199 -17.74929  0.221
H 14.00227 1.36084 -18.29700  0.241
O 13.94141 1.02205 -24.95488  -0.634
C 14.41010 -0.10038 -24.71611  0.526
O 13.70792 -1.18804 -24.91347  -0.339
C 14.52668 -2.36341 -24.75382  -0.382
C 15.68379 -1.94944 -23.86908  -0.447
C 15.81120 -0.49596 -24.22351  -0.362
H 14.89787 -2.83325 -25.66462  0.243
H 13.94629 -3.16973 -24.30538  0.321
H 16.58077 -2.53339 -24.07533  0.290
H 15.58012 -2.08289 -22.79225  0.254
H 16.47030 -0.16055 -25.02425  0.262
H 16.09853 0.05462 -23.32776  0.268

Atomic forces in eV per Å
0.55 0.57 0.02
0.02 -0.21 0.28
0.16 0.11 -0.05
0.08 -0.79 0.49
-0.75 0.31 -0.66
-0.25 -0.64 -0.11
0.30 0.72 0.12
-0.10 -0.07 -0.07
1.89 0.82 -0.63
-2.92 -1.55 0.57
0.26 -0.36 0.54
0.17 0.34 -0.11
-0.71 -0.71 0.01
-2.39 -0.12 0.73
-0.09 0.50 -0.58
1.14 1.19 -1.50
0.39 1.01 0.01
0.65 -0.03 0.93
0.25 0.81 1.58
0.36 0.05 -0.36
-0.26 -0.68 -0.39
0.16 0.09 -0.21
0.85 -0.01 0.03
0.71 -0.14 0.05
-0.29 -0.12 0.80
0.35 0.20 -0.01
0.37 -0.23 -0.08
-0.38 0.17 0.11
-0.04 -0.26 0.45
0.06 -0.16 -0.12
-0.02 -0.13 0.11
-0.07 -0.33 -0.33
-0.04 0.12 -0.10
-0.06 0.16 -0.79
-0.38 -0.20 -0.20
-0.12 -0.34 -0.49
0.15 -0.10 -0.04
-0.73 1.22 -1.02
-1.32 1.29 -1.07
1.05 -0.51 -0.61
0.15 -1.14 0.15
0.68 -0.31 1.42
2.21 -2.29 0.70
-0.02 0.71 0.47
-0.32 -0.51 0.57
-0.42 0.88 -0.01
-0.92 -0.51 0.17
-0.81 -0.33 -0.13
0.40 0.41 0.07
-0.07 -0.06 -0.37
-0.01 0.19 0.34
-0.04 -0.09 -0.52
-0.36 -0.12 0.51
-0.36 0.28 -0.47
-0.28 -0.24 -0.17
0.16 0.55 -0.07
0.29 0.30 0.66
-0.08 0.62 -0.43
-0.06 -0.02 0.30
-0.25 -0.10 0.00
-0.10 0.04 0.33
0.63 -0.06 -0.48
0.01 -0.30 0.07
0.77 -0.22 -0.26
-0.19 0.51 -0.42
-0.01 -0.15 0.28
0.41 -0.42 1.63
-2.18 -0.80 -0.01
0.93 -0.48 -0.36
0.21 0.48 -0.58
-0.17 0.31 0.20
-1.06 -0.01 0.62
0.28 1.12 -0.24
-1.37 -0.42 -1.31
1.49 -1.15 -0.21
0.67 0.43 -0.15
0.29 1.12 1.27
-0.15 0.11 0.19
0.11 -0.61 -0.37
-0.24 -0.35 0.50
-0.03 0.24 0.35
-0.18 0.20 0.29
0.01 -0.30 -0.87
0.14 -0.53 0.20
0.20 -0.05 0.04
-0.05 -0.29 -0.49
0.85 -0.16 -0.54
-0.19 0.41 -0.01
-0.05 1.02 0.50
0.33 -0.13 0.26
-0.48 -0.10 -0.31
0.05 0.03 -0.22
-0.07 -0.10 -0.36
0.29 0.46 -0.23
-0.02 -0.04 0.19
0.42 -1.33 -1.51
-0.28 2.23 3.04
-1.97 0.30 0.07
1.75 0.87 -0.38
0.45 -1.63 -0.90
-1.02 -0.05 -0.66
-0.14 -0.07 -0.20
-0.02 0.31 0.53
0.35 -0.10 0.22
0.51 -0.03 0.16
0.30 -0.30 -0.38
-0.36 -0.20 0.01
0.15 -2.61 3.66
-1.51 2.47 -3.34
-0.36 0.05 -0.69
-1.08 0.67 -0.44
1.93 -0.73 1.09
0.12 0.50 -0.48
0.04 0.08 -0.33
-0.03 0.27 -0.04
0.21 -0.11 0.23
0.34 -0.45 -0.12
0.07 -0.21 0.33
0.12 0.09 0.12
-0.36 -0.91 0.00
0.76 2.93 -0.13
-0.04 0.74 -0.24
-1.46 -0.64 -0.11
0.73 -2.68 1.57
0.02 0.50 -0.65
-0.20 0.36 -0.27
0.26 0.82 -0.40
-0.18 0.03 0.12
0.27 0.00 -0.05
0.30 -0.79 0.41
-0.12 -0.35 -0.24
0.33 -0.02 1.28
0.63 -0.32 -0.79
0.06 1.52 0.63
0.69 -1.51 0.32
-0.55 -0.39 0.82
-1.21 -0.84 -0.71
-0.50 0.28 -0.34
-0.04 0.93 -0.48
-0.56 0.37 -0.15
0.66 0.55 -0.44
0.31 -0.25 -0.32
0.19 -0.31 0.16
1.36 -0.59 -0.41
0.17 -1.20 -2.64
-0.37 -1.29 2.67
-0.39 -0.03 -0.13
-1.04 1.48 0.82
-0.40 2.33 -0.52
-0.29 0.40 -0.10
0.45 -0.66 0.18
0.13 0.28 -0.54
-0.16 -0.19 0.63
0.12 0.01 0.05
0.44 -0.55 -0.04
1.39 -2.68 0.78
-0.17 3.60 -0.10
-0.58 -1.90 -0.70
-0.21 -1.29 1.09
1.03 -0.45 -0.37
-0.32 1.49 0.49
-0.17 0.84 -0.59
-0.42 0.35 0.15
0.02 0.03 -0.36
-0.73 0.12 -0.07
0.32 -0.54 -0.03
-0.16 0.44 -0.26

Values from the calculation:
- Electronic energy: -5298.79868 Eh
- SMILES string: CN(C)P(=O)(N(C)C)N(C)C.CN(C)P(=O)(N(C)C)N(C)C.CN(C)P(=O)(N(C)C)N(C)C.O=C1CCCO1.O=C1CCCO1.O=C1CCCO1.O=C1CCCO1.O=C1CCCO1.O=C1CCCO1.ClCCCl
- HOMO level: -7.9 eV
- Gap between HOMO and LUMO: 0.2771 Ha